No. 1
{"formula": "C5H12O2", "method": "ωB97M-V with the def2-TZVPD basis set", "smiles": "CCOCCOC", "e_homo_ev": -9.68, "symbols": ["C", "C", "O", "C", "C", "O", "C", "H", "H", "H", "H", "H", "H", "H", "H", "H", "H", "H", "H"], "coordinates": [[2.972, 0.554, -1.015], [2.134, -0.332, -0.115], [0.834, 0.204, -0.042], [0.047, -0.422, 0.941], [-1.365, 0.119, 0.847], [-2.070, -0.626, -0.116], [-3.274, -0.012, -0.491], [3.062, 1.556, -0.583], [2.507, 0.644, -2.001], [3.976, 0.135, -1.139], [2.581, -0.383, 0.893], [2.092, -1.362, -0.506], [0.021, -1.515, 0.797], [0.470, -0.228, 1.942], [-1.868, 0.049, 1.824], [-1.313, 1.182, 0.568], [-3.090, 0.895, -1.081], [-3.884, 0.264, 0.382], [-3.835, -0.720, -1.106]], "mulliken_charge": [-1.202, -0.218, -0.263, -0.528, -0.495, -0.309, -0.719, 0.294, 0.303, 0.380, 0.285, 0.292, 0.305, 0.361, 0.367, 0.313, 0.290, 0.295, 0.248]}

No. 2
{"formula": "C25H37Cl3NNiO3Sb", "method": "ωB97M-V with the def2-TZVPD basis set", "e_homo_ev": [-7.60, -7.60], "symbols": ["Ni", "C", "O", "H", "H", "H", "H", "Cl", "C", "H", "H", "C", "C", "C", "Sb", "C", "C", "C", "C", "C", "C", "H", "H", "H", "H", "H", "H", "H", "H", "H", "H", "H", "H", "H", "H", "H", "H", "H", "H", "H", "H", "H", "Cl", "C", "C", "C", "C", "C", "Cl", "C", "N", "C", "C", "C", "C", "C", "C", "C", "C", "O", "O", "H", "H", "H", "H", "H", "H", "H", "H", "H", "H"], "coordinates": [[-0.411, 0.806, -1.737], [1.198, 3.438, -1.930], [0.787, 2.327, -1.127], [1.652, 4.201, -1.298], [0.356, 3.860, -2.479], [1.941, 3.069, -2.632], [0.278, 2.652, -0.367], [-0.422, -0.514, -4.483], [-0.188, 1.027, -3.591], [-0.969, 1.700, -3.951], [0.790, 1.406, -3.887], [1.399, -3.619, -3.310], [2.368, -2.766, -2.499], [3.240, -1.907, -3.412], [1.303, -1.485, -1.117], [0.217, -3.025, -0.029], [1.044, -4.259, 0.318], [-0.410, -2.443, 1.235], [2.893, -1.143, 0.336], [3.424, 0.281, 0.184], [4.036, -2.151, 0.299], [1.949, -4.267, -4.001], [0.731, -2.994, -3.905], [0.781, -4.260, -2.679], [3.004, -3.414, -1.891], [2.621, -1.240, -4.017], [3.818, -2.534, -4.097], [3.947, -1.292, -2.850], [-0.581, -3.308, -0.721], [1.816, -4.016, 1.051], [1.532, -4.704, -0.550], [0.407, -5.027, 0.768], [0.360, -2.198, 1.971], [-1.081, -3.170, 1.702], [-0.971, -1.527, 1.047], [2.379, -1.218, 1.299], [3.922, 0.414, -0.781], [4.161, 0.508, 0.962], [2.624, 1.020, 0.240], [4.571, -2.111, -0.652], [3.697, -3.178, 0.442], [4.764, -1.929, 1.087], [-0.838, 3.669, 1.620], [-0.521, 2.245, 2.577], [0.806, 1.901, 2.749], [1.155, 0.780, 3.481], [0.152, 0.004, 4.033], [-1.170, 0.352, 3.837], [-2.395, -0.683, 4.521], [-1.572, 1.485, 3.108], [-2.917, 1.803, 3.038], [-3.622, 2.392, 1.934], [-4.118, 3.681, 2.096], [-4.858, 4.287, 1.098], [-5.117, 3.595, -0.077], [-4.651, 2.302, -0.230], [-3.909, 1.676, 0.771], [-3.422, 0.264, 0.527], [-2.220, 0.334, -0.379], [-2.294, 0.085, -1.609], [-1.112, 0.726, 0.106], [1.567, 2.530, 2.308], [2.195, 0.518, 3.619], [0.380, -0.882, 4.610], [-3.486, 1.164, 3.573], [-3.895, 4.201, 3.018], [-5.231, 5.294, 1.236], [-5.692, 4.058, -0.869], [-4.858, 1.754, -1.142], [-4.200, -0.320, 0.039], [-3.133, -0.224, 1.458]], "mulliken_charge": [-0.257, -0.921, 0.097, 0.312, 0.315, 0.264, 0.027, -0.210, -0.557, 0.447, 0.270, -1.423, 0.459, -1.445, -0.023, 0.355, -1.533, -1.690, 0.719, -1.241, -1.540, 0.437, 0.165, 0.314, 0.396, 0.249, 0.420, 0.302, 0.554, 0.235, 0.337, 0.484, 0.241, 0.579, 0.181, 0.102, 0.302, 0.442, 0.008, 0.277, 0.305, 0.432, -0.178, 0.837, -0.760, -0.321, -0.736, 0.869, -0.269, -0.813, -0.053, -0.294, -0.433, -0.484, -0.732, -0.723, 0.703, -0.810, 1.257, -0.739, 0.384, 0.386, 0.429, 0.391, 0.363, 0.453, 0.406, 0.407, 0.471, 0.619, 0.184]}

No. 3
{"formula": "C3H10NO2", "method": "ωB97M-V with the def2-TZVPD basis set", "e_homo_ev": -3.52, "charge": -1, "symbols": ["C", "O", "C", "C", "N", "H", "H", "H", "H", "H", "H", "H", "H", "H", "H", "O"], "coordinates": [[-1.063, 0.233, -0.778], [-1.413, -0.593, 0.251], [0.509, 0.045, -1.018], [1.309, 0.652, 0.181], [0.597, -1.504, -1.068], [-1.146, 1.429, -0.401], [-1.598, 0.110, -1.741], [0.971, 0.386, -1.957], [0.782, 0.579, 1.039], [2.328, 0.201, 0.222], [1.550, 1.712, -0.091], [1.605, -1.688, -1.052], [0.073, -1.965, -0.380], [-1.178, 0.041, 1.520], [-2.053, 0.041, 2.718], [-1.274, 0.321, 2.555]], "mulliken_charge": [-0.607, -0.867, 0.281, -1.084, -0.702, 0.150, 0.327, 0.339, 0.263, 0.302, 0.248, 0.187, 0.272, 0.465, 0.201, -0.776]}

No. 4
{"formula": "C21H21NO", "method": "ωB97M-V with the def2-TZVPD basis set", "smiles": "COc1ccc(-c2ccccc2)cc1NCc1ccccc1C", "e_homo_ev": -7.41, "symbols": ["C", "O", "C", "C", "C", "C", "C", "C", "C", "C", "C", "C", "C", "C", "N", "C", "C", "C", "C", "C", "C", "C", "C", "H", "H", "H", "H", "H", "H", "H", "H", "H", "H", "H", "H", "H", "H", "H", "H", "H", "H", "H", "H", "H"], "coordinates": [[1.943, 2.216, 3.105], [1.661, 1.170, 2.212], [1.045, 1.484, 1.018], [0.690, 2.757, 0.621], [0.059, 2.964, -0.598], [-0.206, 1.897, -1.444], [-0.856, 2.112, -2.746], [-1.920, 3.002, -2.871], [-2.530, 3.205, -4.095], [-2.086, 2.526, -5.217], [-1.027, 1.640, -5.105], [-0.419, 1.433, -3.882], [0.162, 0.613, -1.046], [0.772, 0.380, 0.179], [1.192, -0.869, 0.580], [0.476, -2.088, 0.235], [0.034, -2.800, 1.488], [-1.238, -2.558, 1.988], [-1.666, -3.146, 3.165], [-0.813, -3.986, 3.856], [0.459, -4.227, 3.367], [0.903, -3.639, 2.190], [2.289, -3.923, 1.689], [1.030, 2.731, 3.424], [2.636, 2.942, 2.668], [2.411, 1.748, 3.970], [0.892, 3.608, 1.253], [-0.197, 3.969, -0.896], [-2.281, 3.523, -1.997], [-3.358, 3.896, -4.174], [-2.562, 2.686, -6.173], [-0.673, 1.111, -5.978], [0.418, 0.754, -3.805], [-0.043, -0.217, -1.704], [1.549, -0.864, 1.526], [1.128, -2.730, -0.370], [-0.402, -1.834, -0.365], [-1.901, -1.899, 1.445], [-2.660, -2.948, 3.539], [-1.134, -4.453, 4.775], [1.124, -4.882, 3.913], [2.848, -4.495, 2.425], [2.247, -4.503, 0.767], [2.828, -3.001, 1.480]], "mulliken_charge": [-0.956, -0.440, 1.188, -0.604, -1.052, 0.079, 0.222, -0.509, -0.538, -0.406, -0.585, -0.403, -0.518, 0.030, -0.080, -1.150, 0.667, -0.549, -0.686, -0.569, -0.734, 0.944, -1.519, 0.375, 0.360, 0.254, 0.401, 0.506, 0.462, 0.371, 0.368, 0.370, 0.437, 0.530, 0.367, 0.327, 0.493, 0.416, 0.387, 0.384, 0.353, 0.392, 0.327, 0.289]}

No. 5
{"formula": "C26H36ClCoN3O2", "method": "ωB97M-V with the def2-TZVPD basis set", "e_homo_ev": [-2.31, -3.69], "charge": -1, "multiplicity": 5, "symbols": ["Co", "Cl", "N", "N", "C", "C", "C", "C", "C", "C", "H", "H", "H", "H", "H", "H", "C", "C", "C", "C", "H", "H", "H", "H", "H", "H", "O", "H", "H", "O", "H", "H", "C", "C", "C", "H", "H", "C", "C", "H", "C", "C", "C", "C", "H", "C", "H", "H", "H", "H", "H", "H", "H", "H", "C", "C", "C", "C", "C", "C", "N", "H", "H", "H", "H", "H", "H", "H", "H"], "coordinates": [[0.117, -0.037, -0.035], [2.154, -0.082, -1.409], [0.355, 2.012, -0.017], [0.290, -2.090, 0.005], [-0.142, 2.789, -0.901], [-0.202, -2.860, -0.888], [1.308, 2.832, 0.820], [1.583, 3.973, -0.158], [2.574, 2.110, 1.216], [0.546, 3.349, 2.034], [3.074, 1.686, 0.352], [2.350, 1.309, 1.914], [3.244, 2.813, 1.712], [-0.320, 3.936, 1.731], [1.200, 3.987, 2.630], [0.206, 2.523, 2.648], [1.200, -2.926, 0.872], [1.464, -4.088, -0.085], [0.399, -3.404, 2.077], [2.482, -2.239, 1.282], [3.000, -1.831, 0.421], [3.128, -2.961, 1.781], [2.276, -1.433, 1.978], [-0.478, -3.969, 1.764], [0.072, -2.561, 2.674], [1.021, -4.053, 2.694], [0.298, -4.105, -0.957], [1.531, -5.052, 0.410], [2.338, -3.918, -0.712], [0.392, 4.017, -0.997], [2.433, 3.766, -0.809], [1.695, 4.939, 0.321], [-1.285, 2.473, -1.771], [-1.309, -2.530, -1.798], [-1.183, -1.228, -2.544], [-2.215, -2.482, -1.186], [-1.439, -3.363, -2.477], [-0.895, -0.028, -1.888], [-1.176, 1.180, -2.533], [-1.426, -0.018, 0.197], [-1.492, 1.195, -3.899], [-1.600, -0.012, -4.568], [-1.732, 2.467, -4.660], [-1.500, -1.227, -3.910], [-1.818, -0.007, -5.628], [-1.749, -2.490, -4.683], [-1.870, -2.267, -5.740], [-2.655, -3.003, -4.357], [-0.925, -3.198, -4.594], [-2.638, 2.980, -4.333], [-1.851, 2.256, -5.719], [-0.907, 3.172, -4.561], [-1.443, 3.313, -2.434], [-2.166, 2.413, -1.123], [2.182, -0.044, 3.785], [0.708, 0.009, 3.299], [-0.106, 0.097, 4.411], [-1.370, 0.191, 4.005], [-1.361, 0.158, 2.638], [-2.728, 0.292, 1.988], [-0.069, 0.023, 2.098], [2.370, 0.855, 4.413], [3.077, -0.070, 3.136], [2.302, -0.936, 4.438], [0.205, 0.110, 5.450], [-2.228, 0.292, 4.659], [-2.997, -0.628, 1.427], [-3.534, 0.424, 2.743], [-2.762, 1.200, 1.347]], "mulliken_charge": [-0.776, -0.505, 0.791, 0.508, 0.687, 0.752, 1.520, -0.863, -2.249, -1.543, 0.379, 0.390, 0.518, 0.425, 0.427, 0.158, 1.561, -0.826, -1.601, -2.349, 0.376, 0.514, 0.454, 0.430, 0.124, 0.429, -0.423, 0.352, 0.382, -0.434, 0.384, 0.347, -1.624, -1.599, 1.030, 0.336, 0.372, -0.141, 1.259, -0.349, 1.023, -1.135, -1.915, 1.061, 0.169, -1.905, 0.357, 0.366, 0.370, 0.365, 0.351, 0.368, 0.393, 0.278, -2.293, -0.367, -0.869, -1.308, 0.548, -1.476, 2.233, 0.364, 0.480, 0.363, 0.461, 0.374, 0.181, 0.453, 0.087]}

No. 6
{"formula": "C7H9N", "method": "ωB97M-V with the def2-TZVPD basis set", "e_homo_ev": -6.34, "symbols": ["C", "C", "C", "C", "C", "C", "C", "H", "H", "H", "H", "H", "H", "H", "H", "H", "N"], "coordinates": [[2.037, 0.284, -0.006], [0.967, 1.396, -0.099], [-1.584, 1.266, 0.042], [-1.528, -1.001, -0.211], [1.194, -1.079, -0.166], [-0.190, -0.670, 0.340], [-0.199, 0.844, 0.104], [2.610, 0.308, 0.825], [2.908, 0.152, -0.795], [1.076, 2.463, -0.045], [-2.041, 2.118, -0.276], [-3.307, -0.045, -0.010], [-2.057, -1.971, 0.016], [1.755, -1.842, 0.278], [-0.489, -1.047, 1.380], [1.051, -1.269, -1.240], [-2.203, 0.092, -0.135]], "mulliken_charge": [-0.582, -0.614, -1.038, -0.847, -0.891, 0.513, 0.435, 0.395, 0.267, 0.381, 0.411, 0.317, 0.237, 0.411, 0.227, 0.313, 0.065]}